Molecular formula: C3H8Si2
Method: DFT, wB97M-V/def2-TZVPD

Values from the calculation:
Total energy ... -18992.37429 eV
Structure (SMILES) ... C=C[SiH2]C=[SiH2]
Kohn-Sham gap ... 8.3 eV
ΔE to the lowest compared entry with this formula, charge and spin ... 42.5 kcal per mole

Each line ends with the Mulliken charge.
Positions of all 13 atoms, in Å:
C -1.422082 1.137984 -1.900077  -0.56
C -1.166826 1.235642 -0.603397  -0.23
Si -0.579484 -0.145534 0.440978  0.32
C 1.248907 -0.367493 1.040711  -0.40
Si 2.205942 -1.665475 0.358095  0.29
H -1.753257 2.017286 -2.539937  0.24
H -1.290677 0.121393 -2.377077  0.19
H -1.294774 2.191748 -0.119625  0.31
H -1.148277 -0.173800 1.878408  -0.12
H -0.973061 -1.438648 -0.261585  -0.16
H 1.690836 0.429845 1.670675  0.36
H 1.426836 -2.565541 -0.295055  -0.11
H 3.559036 -1.741058 0.114242  -0.11

Forces on atoms 1 to 2 (eV/Å):
-0.142 -0.458 -1.259
0.187 0.752 0.095